1.
Below is C8H7AgCl3GeN13 as an isolated structure, with properties calculated with ωB97M-V/def2-TZVPD.

As for the spin multiplicity: 2. For the HOMO-LUMO gap (alpha / beta), the calculation gives 6.19 / 5.76 eV. Its relative energy (zero: lowest compared OMol25 entry of this formula, charge and spin) is 1741.9 kJ/mol. The total charge is -1. Its total energy is -4624.887637 Eh. Its LUMO energy (alpha / beta) is 1.911 / 1.203 eV. The HOMO energy (alpha / beta) comes out at -4.280 / -4.560 eV.

Each line ends with the Löwdin charge.
Atoms and positions in Å:
Ag 0.7041 1.2334 1.4256  0.623
N -2.2620 -1.1083 -0.6851  0.096
C -1.7655 -2.3449 -0.3139  -0.089
C -1.1880 -2.1700 0.9055  -0.135
N -1.2712 -0.8516 1.2820  0.112
C -1.8978 -0.2446 0.3112  -0.353
C -2.1405 1.1894 0.2420  -0.320
N -1.5036 2.0958 0.9483  0.047
C -1.9834 3.3111 0.5314  -0.139
C -2.9156 3.1349 -0.4437  -0.093
N -3.0223 1.7738 -0.6055  0.110
H -2.3455 -0.8284 -1.6508  0.135
H -1.8633 -3.2077 -0.9484  0.105
H -0.6970 -2.8954 1.5333  0.101
H -1.6332 4.2335 0.9616  0.097
H -3.4964 3.8290 -1.0234  0.103
H -3.5386 1.3074 -1.3293  0.150
N 1.8052 -1.1617 0.6983  -0.310
C 1.9270 -1.3437 2.0756  -0.646
N 2.1521 -2.4801 2.6940  -0.007
N 2.1966 -2.1134 4.0009  -0.141
N 2.0388 -0.8374 4.1214  -0.145
N 1.9033 -0.2791 2.9025  -0.084
C 0.6439 0.4732 -1.0015  -0.633
N 1.7935 -1.2192 -2.3862  -0.321
N 0.9821 -0.9938 -3.4240  -0.169
N 0.1281 -0.1350 -3.3591  -0.061
N -0.0253 0.7569 -2.0248  0.002
H 3.3963 -0.8676 -0.8276  -0.097
Cl 1.8200 -0.6711 -0.7939  0.635
Ge 3.3970 1.2669 -0.5778  0.374
Cl 3.6371 1.6493 -2.7513  -0.054
Cl 5.0240 -0.5015 -0.4873  0.107

Atoms 1-6, force components in eV/Å:
Ag -0.034 -0.410 0.140
N 0.254 0.030 -0.056
C -0.016 0.006 -0.004
C 0.027 -0.003 -0.005
N -0.329 0.137 0.126
C -0.071 -0.093 -0.088

2.
Below is C19H29N5O2S in the gas phase, with properties calculated with ωB97M-V/def2-TZVPD.

As for the spin multiplicity: 1. Its SMILES is CC(C)=CCN1CCN(Cc2ccc(Sc3nncn3C)o2)C[C@H]1CCO. For the HOMO-LUMO gap, the calculation gives 8.40 eV. Its relative energy (zero: lowest compared OMol25 entry of this formula, charge and spin) is 342.9 kJ/mol. Its total energy is -1563.771516 Eh. Its LUMO energy is 0.455 eV. The HOMO energy comes out at -7.943 eV.

Each line ends with the Löwdin charge.
Atoms and positions in Å:
C -4.8476 -4.4305 -0.0182  -0.067
C -3.7587 -3.4181 0.1858  -0.348
C -4.0194 -2.2359 0.7314  -0.074
C -3.0550 -1.1267 1.0265  -0.172
N -3.5577 0.1197 0.4568  -0.156
C -3.5883 0.1086 -0.9979  -0.140
H -3.9556 -0.8673 -1.3221  0.122
C -2.2286 0.3956 -1.6419  -0.160
N -1.7392 1.6670 -1.1451  -0.148
C -1.5616 1.5971 0.2928  -0.135
H -1.1610 2.5500 0.6446  0.130
C -2.9137 1.3248 0.9730  -0.292
C -3.8450 2.5383 0.8418  -0.132
H -4.0450 2.7394 -0.2094  0.112
H -3.3391 3.4085 1.2624  0.118
C -5.1643 2.3303 1.5913  -0.271
O -5.9776 1.3406 1.0217  -0.082
H -5.3956 0.5782 0.8507  0.050
H -5.7505 3.2539 1.5770  0.114
H -4.9437 2.0818 2.6430  0.115
H -2.7278 1.1622 2.0425  0.147
H -0.8483 0.8023 0.5783  0.129
C -0.5612 2.1578 -1.8438  -0.111
C 0.6678 1.3284 -1.6380  -0.263
C 1.1003 0.1704 -2.2165  -0.014
C 2.2912 -0.2112 -1.5496  -0.051
C 2.4896 0.7511 -0.6060  -0.579
O 1.5184 1.6850 -0.6422  0.008
S 3.7163 1.0332 0.6137  1.080
C 4.8221 -0.2847 0.3538  -0.611
N 4.7427 -1.3043 -0.4596  0.013
N 5.8449 -2.0458 -0.2835  0.014
C 6.5764 -1.4798 0.6261  -0.163
N 5.9811 -0.3428 1.0801  -0.122
C 6.4300 0.5862 2.0751  -0.045
H 5.7352 0.6011 2.9173  0.094
H 7.4166 0.2862 2.4227  0.095
H 6.4809 1.5909 1.6513  0.090
H 7.5182 -1.8436 0.9797  0.119
H 2.9154 -1.0607 -1.7271  0.083
H 0.6392 -0.3493 -3.0314  0.113
H -0.8010 2.1965 -2.9093  0.130
H -0.3644 3.1719 -1.4853  0.132
H -2.3495 0.4636 -2.7251  0.128
H -1.5242 -0.4275 -1.4264  0.112
H -4.2975 0.8709 -1.3281  0.123
H -2.0425 -1.3759 0.6816  0.106
H -3.0077 -0.9920 2.1135  0.131
H -5.0386 -1.9999 1.0094  0.115
C -2.4003 -3.8864 -0.2479  -0.051
H -1.7306 -3.0608 -0.4708  0.061
H -1.9448 -4.4888 0.5385  0.089
H -2.4864 -4.5097 -1.1359  0.078
H -5.7962 -4.0760 0.3753  0.075
H -4.9690 -4.6437 -1.0801  0.081
H -4.5880 -5.3649 0.4782  0.081

Atoms 1-6, force components in eV/Å:
C -0.004 0.164 0.070
C -0.077 -0.123 -0.018
C 0.193 0.070 0.067
C 0.054 -0.179 0.005
N -0.071 -0.163 0.117
C 0.121 0.020 -0.394

3.
Below is C35H45Br2Cl3FeN6OSi4Te as an isolated structure, with properties calculated with ωB97M-V/def2-TZVPD.

As for the spin multiplicity: 5. For the HOMO-LUMO gap (alpha / beta), the calculation gives 4.93 / 5.95 eV. Its relative energy (zero: lowest compared OMol25 entry of this formula, charge and spin) is 0.0 kJ/mol. Its total energy is -10982.893757 Eh. Its LUMO energy (alpha / beta) is -0.208 / -1.658 eV. The HOMO energy (alpha / beta) comes out at -5.138 / -7.611 eV.

Each line ends with the Löwdin charge.
Atoms and positions in Å:
Fe -0.1785 -1.6640 -1.3346  0.467
C 1.0469 -4.9826 1.2377  -0.013
C 0.2725 -3.9329 0.5098  -0.270
N 0.7910 -3.1070 -0.3237  -0.035
N 2.1407 -3.1207 -0.5514  0.099
C 2.5004 -1.9648 -1.0718  -0.468
O 1.6992 -0.9877 -1.3050  -0.244
C 3.9421 -1.7757 -1.3881  -0.150
C 4.4281 -0.4918 -1.6187  -0.042
C 5.7636 -0.2945 -1.9321  -0.087
C 6.6197 -1.3817 -2.0362  -0.094
C 6.1382 -2.6660 -1.8105  -0.083
C 4.8074 -2.8633 -1.4781  -0.030
C -1.1601 -3.7293 0.7888  -0.241
C -1.9360 -4.6666 1.4670  -0.002
C -3.2728 -4.3867 1.6962  -0.050
C -3.7984 -3.1820 1.2576  -0.042
C -2.9555 -2.3018 0.5993  -0.123
N -1.6755 -2.5658 0.3694  0.032
H 2.0962 -4.9255 0.9681  0.068
H 0.9364 -4.8461 2.3155  0.093
H 0.6702 -5.9784 0.9910  0.086
H 3.7470 0.3450 -1.5426  0.094
H 6.1354 0.7078 -2.1040  0.104
H 7.6619 -1.2300 -2.2890  0.101
H 6.8042 -3.5160 -1.8898  0.102
H 4.4214 -3.8568 -1.2954  0.108
H -1.5076 -5.6006 1.8024  0.110
H -3.8987 -5.1045 2.2102  0.111
H -4.8358 -2.9231 1.4190  0.108
H -3.3188 -1.3472 0.2305  0.117
Br -5.5006 -4.6371 -4.1061  0.731
C -3.9223 -3.8446 -3.4201  -0.696
C -2.9214 -4.6811 -2.8836  -0.123
C -1.8146 -4.0554 -2.3560  -0.141
N -1.6376 -2.7376 -2.3430  0.002
C -2.5820 -1.9221 -2.9202  -0.219
C -3.7724 -2.4928 -3.4500  -0.072
C -2.2573 -0.5474 -2.9728  -0.214
C -3.0229 0.4527 -3.6295  -0.071
C -2.5025 1.7039 -3.7481  -0.695
Br -3.4952 3.0625 -4.6235  0.732
C -1.2282 2.0251 -3.2349  -0.150
C -0.5756 1.0299 -2.5416  -0.172
N -1.0658 -0.1974 -2.3773  0.003
H -3.0172 -5.7556 -2.8790  0.090
H -1.0216 -4.6429 -1.9041  0.113
H -4.5463 -1.8642 -3.8654  0.097
H -3.9908 0.2251 -4.0514  0.098
H -0.8008 3.0088 -3.3498  0.090
H 0.3909 1.2073 -2.0772  0.096
C -3.5413 1.7627 2.7314  -0.217
Si -2.3988 2.8244 1.6736  0.332
C -2.7571 2.5170 -0.1487  -0.210
C -2.6535 4.6471 2.0884  -0.213
Si -0.1662 2.2533 2.1570  0.063
Te 0.2113 -0.0278 1.2174  0.780
Si 1.4321 3.5862 1.0313  0.343
C 2.9238 2.5095 0.6286  -0.226
C 1.9125 5.0241 2.1530  -0.216
C 0.7084 4.2839 -0.5592  -0.205
Si 0.3230 2.0894 4.4562  0.317
C -0.1469 3.6908 5.3360  -0.217
C 2.1642 1.7453 4.6587  -0.219
C -0.6492 0.6599 5.2029  -0.222
H -4.5837 1.9434 2.4526  0.031
H -3.4361 1.9912 3.7944  0.019
H -3.3345 0.6983 2.5921  0.018
H -3.8087 2.7233 -0.3688  0.041
H -2.5457 1.4804 -0.4283  0.009
H -2.1482 3.1559 -0.7932  0.017
H -3.7087 4.9165 1.9829  0.031
H -2.0802 5.2849 1.4111  0.020
H -2.3494 4.8802 3.1112  0.017
H 3.3928 2.1150 1.5329  0.030
H 3.6755 3.0812 0.0761  0.036
H 2.6211 1.6568 0.0127  -0.013
H 2.4214 4.6853 3.0576  0.016
H 1.0346 5.6013 2.4527  0.026
H 2.5888 5.7011 1.6223  0.031
H 0.3258 3.4926 -1.2049  -0.002
H 1.4775 4.8355 -1.1083  0.036
H -0.1148 4.9731 -0.3553  0.026
H 0.3336 4.5626 4.8861  0.016
H 0.1569 3.6468 6.3863  0.030
H -1.2282 3.8481 5.3132  0.020
H 2.7714 2.6011 4.3553  0.016
H 2.4663 0.8824 4.0604  0.022
H 2.3979 1.5260 5.7046  0.030
H -1.7260 0.8382 5.1666  0.014
H -0.3660 0.5249 6.2512  0.031
H -0.4389 -0.2733 4.6756  0.013
Cl 2.5366 0.9065 -4.7803  0.620
C 2.5705 -0.7962 -5.3130  -1.591
Cl 1.9412 -0.9094 -6.9591  0.629
Cl 4.2255 -1.4155 -5.2471  0.642
C 1.7266 -1.5753 -4.4193  -0.349
N 1.0420 -2.1454 -3.7047  0.252

Atoms 1-6, force components in eV/Å:
Fe -0.301 -0.490 -0.153
C -0.042 -0.030 0.000
C 0.201 -0.034 0.022
N -0.420 0.367 -0.353
N 0.298 0.056 -0.044
C -0.045 -0.064 0.136

4.
Below is a 2-piece molecular cluster, C3H8FNP overall, with properties calculated with ωB97M-V/def2-TZVPD.

As for the spin multiplicity: 3. For the HOMO-LUMO gap (alpha / beta), the calculation gives 7.08 / 7.48 eV. The total charge is +1. Its total energy is -614.591199 Eh. Its LUMO energy (alpha / beta) is -4.293 / -5.998 eV. The HOMO energy (alpha / beta) comes out at -11.372 / -13.475 eV.

Each line ends with the Löwdin charge.
Atoms and positions in Å:
C -0.0048 -0.2813 -1.4462  -0.005
C -0.4971 0.3827 -0.2298  -0.277
C 0.5899 -0.5558 -0.1388  -0.194
N -1.7568 0.0214 0.3644  0.214
F 0.3335 -1.8002 0.4895  0.017
P 3.4610 0.1845 0.0186  0.604
H -0.5778 -1.0652 -1.9502  0.147
H 0.6378 0.2462 -2.1033  0.116
H -0.3247 1.3896 -0.1566  0.136
H -2.6564 0.3590 -0.1796  0.238
H -1.8756 0.5412 1.3730  0.266
H -1.6991 -0.9896 0.4099  0.153
H 3.8905 -0.4072 1.3169  -0.173
H 2.8919 1.2758 0.7003  -0.240

Atoms 1-6, force components in eV/Å:
C 0.511 -1.967 -1.009
C -0.384 0.662 0.439
C -0.783 -3.182 0.872
N -3.023 2.433 1.637
F 0.359 2.209 -0.919
P 1.063 -0.642 1.191

5.
Below is C27H26FN4O3SW as an isolated structure, with properties calculated with ωB97M-V/def2-TZVPD.

As for the spin multiplicity: 1. For the HOMO-LUMO gap, the calculation gives 6.67 eV. Its relative energy (zero: lowest compared OMol25 entry of this formula, charge and spin) is 19.6 kJ/mol. The total charge is +3. Its total energy is -2053.497383 Eh. Its LUMO energy is -9.108 eV. The HOMO energy comes out at -15.781 eV.

Each line ends with the Löwdin charge.
Atoms and positions in Å:
W -3.6419 -0.1605 0.1465  1.575
F 2.5369 -0.7588 -2.9683  0.111
C 2.1274 -0.9196 -1.7071  -0.173
C 0.8200 -0.7340 -1.4103  0.111
C 0.4031 -0.8201 -0.0637  -0.047
C -0.9505 -0.7232 0.3139  -0.193
O -1.9135 -0.5045 -0.6171  -0.167
C -1.3181 -0.8524 1.6532  -0.034
C -0.3359 -1.0778 2.5955  0.099
N 0.9492 -1.1697 2.2620  0.050
C 1.9228 -1.4705 3.3174  -0.238
C 2.9305 -0.4270 3.6999  -0.072
C 1.8092 -0.7692 4.6349  -0.058
C 1.3625 -1.0770 0.9438  -0.079
C 2.7057 -1.2877 0.5977  0.088
C 3.1130 -1.2403 -0.7252  -0.113
N 4.4192 -1.4453 -1.1156  -0.076
C 4.7741 -2.2725 -2.2637  -0.108
C 5.8516 -1.5936 -3.0902  -0.065
N 7.0381 -1.3253 -2.2008  0.072
C 6.6659 -0.5317 -0.9778  -0.066
C 5.5405 -1.2305 -0.2210  -0.120
C -2.7778 -0.6943 1.8810  -0.605
O -3.3226 0.5132 2.0072  -0.068
O -3.6441 -1.6317 1.5313  -0.074
H 0.1143 -0.5013 -2.1954  0.152
H -0.5666 -1.1929 3.6452  0.170
H 2.2115 -2.5137 3.3033  0.168
H 2.8645 0.5305 3.2001  0.122
H 3.9294 -0.7620 3.9405  0.119
H 1.0400 -0.0195 4.7608  0.118
H 2.0230 -1.3569 5.5154  0.127
H 3.4157 -1.5336 1.3712  0.116
H 3.9149 -2.4766 -2.8922  0.138
H 5.1437 -3.2445 -1.9087  0.148
H 5.5131 -0.6322 -3.4724  0.147
H 6.1854 -2.2216 -3.9140  0.150
H 7.7595 -0.8255 -2.7264  0.195
H 7.4584 -2.2158 -1.9189  0.191
H 6.3478 0.4489 -1.3277  0.148
H 7.5570 -0.4268 -0.3617  0.148
H 5.2499 -0.5840 0.6046  0.137
H 5.9055 -2.1742 0.2059  0.147
C -2.4225 2.9173 -0.0284  -0.011
C -3.8792 2.8795 -0.3660  -0.263
C -4.6209 4.0507 -0.4992  0.029
C -5.9764 3.9858 -0.7176  0.081
C -6.6188 2.7429 -0.8679  -0.129
C -8.0110 2.6072 -1.0747  0.025
C -8.5611 1.3659 -1.2187  -0.014
C -7.7467 0.2190 -1.1902  -0.041
C -6.3862 0.3193 -1.0229  -0.528
S -5.3509 -1.1248 -0.9425  0.780
C -5.8109 1.5927 -0.8193  -0.218
N -4.4601 1.6719 -0.5274  -0.051
H -2.0254 3.9223 -0.1458  0.100
H -1.8537 2.2494 -0.6790  0.081
H -2.2778 2.6186 1.0128  0.090
H -4.1208 5.0025 -0.3953  0.135
H -6.5623 4.8954 -0.7761  0.147
H -8.6247 3.4977 -1.1107  0.137
H -9.6259 1.2496 -1.3636  0.131
H -8.1974 -0.7571 -1.3207  0.128

Atoms 1-6, force components in eV/Å:
W -0.150 0.407 0.301
F 0.010 -0.024 -0.005
C -0.063 0.021 -0.019
C 0.082 0.032 -0.003
C -0.107 -0.242 0.035
C -0.003 0.107 -0.130

6.
Below is C3H6N2O2S in the gas phase, with properties calculated with ωB97M-V/def2-TZVPD.

As for the spin multiplicity: 1. Its SMILES is CSC(=O)N/C=N\O. For the HOMO-LUMO gap, the calculation gives 9.91 eV. Its relative energy (zero: lowest compared OMol25 entry of this formula, charge and spin) is 280.2 kJ/mol. Its total energy is -776.033452 Eh. Its LUMO energy is 0.671 eV. The HOMO energy comes out at -9.242 eV.

Each line ends with the Löwdin charge.
Atoms and positions in Å:
C 1.6804 1.5571 -1.7837  -0.376
C 0.1802 0.2559 0.1140  -0.765
C -1.1558 -0.8364 1.8781  -0.172
H 2.4523 2.1778 -1.4000  0.029
H 1.4997 1.8327 -2.7553  0.003
H 1.9712 0.5513 -1.7164  0.021
H -1.0239 1.1643 1.3196  0.110
H -1.2260 -0.7391 2.9432  0.118
H -1.7060 -3.1201 -0.0150  0.101
N -0.8641 0.2186 1.0004  0.031
N -1.3989 -1.9864 1.4075  -0.006
O 0.8739 -0.6855 -0.1727  0.029
O -1.4544 -2.1904 0.0387  -0.029
S 0.1715 1.8000 -0.8583  0.906

Atoms 1-6, force components in eV/Å:
C -0.201 0.457 1.730
C 0.045 -1.116 -1.666
C 0.118 -0.772 -2.506
H 0.692 0.515 0.440
H -0.482 0.504 -2.401
H 0.269 -1.448 0.053